Entry 1:
Density functional theory data (the ωB97M-V functional and the def2-TZVPD basis) for C36H40CrN3OPSSi as an isolated structure.

Each line ends with the Löwdin charge.
Geometry (Å):
Cr -0.575 -0.572 -0.627  0.45
C -2.355 -0.908 5.634  -0.07
C -1.125 -1.547 5.640  -0.06
C -0.404 -1.683 4.463  -0.07
C -0.918 -1.181 3.271  -0.34
C -2.151 -0.529 3.273  -0.09
C -2.870 -0.397 4.450  -0.07
P -0.043 -1.376 1.705  1.05
C 1.704 -1.572 2.107  -0.39
C 2.361 -0.520 2.744  -0.10
C 3.712 -0.615 3.031  -0.07
C 4.418 -1.756 2.673  -0.07
C 3.772 -2.798 2.028  -0.06
C 2.416 -2.710 1.743  -0.07
C -0.604 -2.866 0.858  -0.40
C -0.777 -4.159 1.352  -0.07
C -1.203 -5.145 0.479  -0.07
C -1.450 -4.838 -0.858  -0.06
C -1.293 -3.545 -1.341  -0.08
C -0.874 -2.543 -0.472  -0.25
H -2.913 -0.802 6.555  0.11
H -0.722 -1.941 6.564  0.11
H 0.560 -2.176 4.474  0.11
H -2.547 -0.120 2.354  0.07
H -3.826 0.109 4.445  0.11
H 1.818 0.375 3.027  0.10
H 4.215 0.202 3.531  0.11
H 5.474 -1.828 2.897  0.11
H 4.322 -3.685 1.742  0.11
H 1.922 -3.523 1.228  0.11
H -0.582 -4.383 2.395  0.12
H -1.344 -6.158 0.832  0.11
H -1.777 -5.623 -1.529  0.11
H -1.499 -3.334 -2.384  0.10
C 3.340 -1.771 -6.132  -0.18
Si 3.205 -0.815 -4.527  0.53
C 3.824 0.935 -4.757  -0.17
C 4.143 -1.707 -3.182  -0.20
C 1.341 -0.711 -4.119  -0.21
C 0.424 -0.766 -5.169  -0.05
C -0.955 -0.703 -4.973  -0.04
C -1.417 -0.580 -3.681  -0.11
N -0.560 -0.496 -2.664  -0.10
C 0.773 -0.554 -2.853  -0.66
S 1.623 -0.424 -1.301  0.69
H 4.388 -2.005 -6.331  0.04
H 2.972 -1.214 -6.995  0.03
H 2.799 -2.717 -6.084  0.04
H 4.878 0.945 -5.040  0.04
H 3.724 1.510 -3.834  0.03
H 3.264 1.454 -5.536  0.04
H 5.139 -1.948 -3.562  0.04
H 3.662 -2.642 -2.893  0.04
H 4.265 -1.102 -2.286  0.00
H 0.787 -0.877 -6.183  0.10
H -1.643 -0.754 -5.803  0.11
H -2.471 -0.536 -3.434  0.12
C 0.498 3.418 1.722  -0.06
C -0.947 3.540 2.178  -0.20
N -1.763 4.393 1.322  -0.05
C -1.495 5.837 1.352  -0.19
C -0.831 6.333 0.079  -0.06
C -2.838 3.993 0.610  -0.42
O -3.631 4.764 0.094  0.09
C -3.111 2.518 0.456  -0.09
C -4.408 2.045 0.627  0.04
C -4.687 0.707 0.404  -0.01
C -3.664 -0.132 -0.005  -0.10
N -2.426 0.327 -0.201  -0.04
C -2.157 1.620 0.014  -0.07
H 1.044 2.747 2.387  0.07
H 1.001 4.385 1.745  0.08
H 0.586 3.030 0.706  0.07
H -0.974 3.967 3.185  0.13
H -1.422 2.562 2.261  0.10
H -0.865 6.023 2.223  0.12
H -2.442 6.352 1.511  0.12
H 0.124 5.834 -0.090  0.07
H -0.646 7.405 0.144  0.08
H -1.477 6.155 -0.779  0.08
H -5.183 2.738 0.926  0.14
H -5.683 0.310 0.541  0.12
H -3.814 -1.189 -0.182  0.13
H -1.135 1.943 -0.177  0.12

Values from the calculation:
**2S+1**: 4
**LUMO energy (spin up / spin down)**: -2.92 / -2.98 eV
**Orbital gap (spin up / spin down)**: 7.86 / 7.94 eV
**Net charge**: +1

***

Entry 2:
Density functional theory data (the ωB97M-V functional and the def2-TZVPD basis) for a 2-piece molecular cluster, C16H19FN overall at a distorted geometry.

Each line ends with the Löwdin charge.
Geometry (Å):
C 1.212 0.310 2.377  -0.09
N 1.178 -0.943 1.653  -0.35
C 2.466 -1.577 1.504  -0.10
C 0.130 -1.870 2.020  -0.10
H 0.224 0.780 2.323  0.09
H 1.511 0.199 3.440  0.10
H 1.938 0.957 1.876  0.08
H 2.342 -2.424 0.823  0.08
H 3.165 -0.855 1.070  0.08
H 2.883 -1.952 2.462  0.10
H 0.154 -2.682 1.286  0.08
H 0.267 -2.309 3.030  0.10
H -0.842 -1.367 1.966  0.09
F -4.623 -0.936 -0.892  0.06
C -3.318 -1.328 -1.106  -0.21
C -3.088 -2.646 -1.479  0.06
C -1.754 -3.029 -1.718  -0.03
C -0.708 -2.133 -1.569  0.00
C -0.936 -0.780 -1.142  -0.18
C 0.196 0.071 -0.993  0.11
C 0.322 1.486 -0.900  -0.18
C 1.631 2.063 -1.041  0.00
C 1.849 3.426 -0.909  -0.04
C 0.781 4.297 -0.639  -0.01
C -0.511 3.770 -0.555  -0.04
C -0.744 2.408 -0.716  0.01
C -2.294 -0.404 -0.933  0.08
H -3.910 -3.347 -1.571  0.14
H -1.549 -4.056 -2.037  0.13
H 0.302 -2.431 -1.864  0.13
H 1.148 -0.449 -1.121  0.12
H 2.462 1.419 -1.331  0.13
H 2.857 3.837 -1.010  0.12
H 0.958 5.363 -0.484  0.13
H -1.349 4.443 -0.362  0.12
H -1.773 2.081 -0.770  0.09
H -2.579 0.607 -0.687  0.10

Values from the calculation:
**Relative energy (zero: lowest compared OMol25 entry of this formula, charge and spin)**: 54.9 kcal per mole
**LUMO energy**: -5.92 eV
**Orbital gap**: 5.67 eV
**Net charge**: +1

***

Entry 3:
Density functional theory data (the ωB97M-V functional and the def2-TZVPD basis) for a 6-piece molecular cluster, C43H43FO15 overall at a distorted geometry.

Each line ends with the Löwdin charge.
Geometry (Å):
C 0.018 -6.044 -2.279  -0.10
O -0.136 -4.897 -1.458  -0.23
C -1.043 -3.914 -1.954  -0.20
C -1.925 -3.375 -0.817  -0.12
C -1.454 -2.027 -0.219  -0.07
C -0.708 -2.074 1.126  -0.27
C -1.388 -2.942 2.218  -0.27
C -0.896 -4.383 2.355  -0.01
F -1.233 -2.347 3.470  0.01
O -0.830 -0.694 1.668  0.09
C 0.324 -0.342 2.254  -0.59
O 0.525 0.717 2.728  0.16
O 1.222 -1.353 2.187  0.09
C 0.828 -2.084 0.996  -0.20
C 1.635 -3.351 0.757  -0.11
C 2.593 -3.273 -0.446  -0.17
C 3.450 -1.985 -0.569  -0.17
C 3.361 -1.379 -1.975  -0.26
O 2.029 -1.014 -2.348  -0.08
H -0.044 -5.797 -3.346  0.09
H -0.745 -6.799 -2.025  0.09
H 1.007 -6.472 -2.068  0.09
H -1.655 -4.332 -2.770  0.12
H -0.456 -3.088 -2.396  0.12
H -2.924 -3.195 -1.235  0.09
H -2.034 -4.140 -0.048  0.10
H -2.352 -1.423 -0.026  0.12
H -0.834 -1.458 -0.921  0.12
H -2.467 -2.949 1.990  0.16
H 0.102 -4.375 2.816  0.09
H -0.860 -4.922 1.405  0.07
H -1.556 -4.926 3.044  0.09
H 1.007 -1.371 0.173  0.14
H 2.205 -3.580 1.671  0.13
H 0.966 -4.206 0.602  0.09
H 2.042 -3.446 -1.378  0.10
H 3.293 -4.117 -0.348  0.11
H 4.508 -2.256 -0.422  0.12
H 3.222 -1.232 0.197  0.11
H 3.682 -2.144 -2.697  0.12
H 4.013 -0.497 -2.057  0.08
H 1.770 -0.243 -1.831  0.08
O -4.523 1.772 -5.334  0.11
C -4.578 0.947 -4.447  -0.38
C -4.339 -0.491 -4.723  0.02
C -4.401 -1.392 -3.748  0.02
C -4.709 -1.000 -2.348  -0.38
O -4.749 -1.846 -1.477  0.08
C -4.948 0.437 -2.072  0.03
C -4.886 1.339 -3.049  0.03
H -4.116 -0.753 -5.750  0.12
H -4.232 -2.448 -3.921  0.12
H -5.173 0.708 -1.048  0.12
H -5.060 2.390 -2.872  0.09
O 4.284 4.720 3.532  0.11
C 4.271 4.030 2.535  -0.38
C 3.120 3.144 2.225  0.03
C 3.109 2.389 1.132  0.02
C 4.241 2.396 0.178  -0.36
O 4.219 1.703 -0.822  0.08
C 5.397 3.277 0.482  0.03
C 5.406 4.034 1.577  0.03
H 2.299 3.147 2.931  0.12
H 2.278 1.737 0.893  0.11
H 6.211 3.265 -0.231  0.10
H 6.234 4.687 1.824  0.12
O -4.637 8.444 0.694  0.11
C -4.879 7.317 0.324  -0.38
C -5.258 6.251 1.285  0.03
C -5.524 5.014 0.876  0.02
C -5.453 4.649 -0.558  -0.37
O -5.697 3.519 -0.934  0.09
C -5.075 5.711 -1.523  0.02
C -4.809 6.949 -1.114  0.02
H -5.303 6.541 2.327  0.12
H -5.801 4.221 1.558  0.12
H -5.030 5.420 -2.565  0.12
H -4.532 7.741 -1.797  0.12
O 7.193 2.702 -2.294  0.10
C 7.169 2.010 -3.291  -0.37
C 6.011 1.132 -3.594  0.03
C 5.994 0.375 -4.689  0.03
C 7.125 0.375 -5.649  -0.39
O 7.108 -0.314 -6.646  0.11
C 8.282 1.255 -5.343  0.02
C 8.302 2.013 -4.250  0.02
H 5.199 1.149 -2.878  0.09
H 5.161 -0.273 -4.932  0.12
H 9.096 1.239 -6.056  0.12
H 9.134 2.662 -4.006  0.12
O -4.853 1.407 5.594  0.10
C -4.054 0.743 6.220  -0.39
C -2.620 0.696 5.841  0.02
C -1.751 -0.037 6.531  0.02
C -2.177 -0.838 7.707  -0.39
O -1.386 -1.507 8.335  0.11
C -3.612 -0.788 8.087  0.02
C -4.481 -0.054 7.398  0.02
H -2.330 1.283 4.978  0.12
H -0.702 -0.093 6.271  0.12
H -3.899 -1.378 8.947  0.12
H -5.532 -0.001 7.654  0.12

Values from the calculation:
**LUMO energy**: -1.68 eV
**Structure (SMILES)**: COCCC[C@]1([C@@H](C)F)OC(=O)O[C@H]1CCCCO.O=C1C=CC(=O)C=C1.O=C1C=CC(=O)C=C1.O=C1C=CC(=O)C=C1.O=C1C=CC(=O)C=C1.O=C1C=CC(=O)C=C1
**Orbital gap**: 8.39 eV
**Net charge**: 0